Computed, not measured: a structure of composition H2KO in a non-equilibrium geometry, with the ωB97M-V functional and the def2-TZVPD basis.

Summary:
LUMO energy: -0.15970 Eh
Molar mass: 57.11 g/mol
Net charge: +1
F_max: 0.034 hartree/bohr
ΔE to the lowest compared entry with this formula, charge and spin: 32.5 kJ/mol
E_tot: -18399.560 eV
Gap between HOMO and LUMO: 12.9 eV
Spin multiplicity: 1

The geometry in XYZ format:
```
4
Properties=species:S:1:pos:R:3:forces:R:3:nbo_charge:R:1
O 0.05237 0.01433 0.46302 1.71 0.19 0.29 -0.9967
H 0.59941 0.70288 0.90449 -0.49 -0.71 -0.23 0.5190
H 0.70545 -0.58566 0.03670 -0.18 0.50 0.89 0.4829
K -1.35724 -0.13156 -1.40422 -1.04 0.02 -0.96 0.9949
```
Forces are in eV/Å.



Computed, not measured: a structure of composition H2KO in a non-equilibrium geometry, with the ωB97M-V functional and the def2-TZVPD basis.

Summary:
LUMO energy: -0.17226 Eh
Molar mass: 57.11 g/mol
Net charge: +1
F_max: 0.023 hartree/bohr
ΔE to the lowest compared entry with this formula, charge and spin: 59.2 kJ/mol
E_tot: -18399.284 eV
Gap between HOMO and LUMO: 10.0 eV
Spin multiplicity: 1

The geometry in XYZ format:
```
4
Properties=species:S:1:pos:R:3:forces:R:3:nbo_charge:R:1
O 0.14941 0.32251 -1.03881 -0.16 -1.17 -0.04 -0.9492
H 0.69212 -0.12991 -1.72367 -0.58 0.47 0.67 0.4869
H -0.52318 -0.34525 -0.77430 0.70 0.65 -0.57 0.4626
K -0.31835 0.15265 3.53678 0.04 0.05 -0.06 0.9996
```
Forces are in eV/Å.



Computed, not measured: a structure of composition H2KO in a non-equilibrium geometry, with the ωB97M-V functional and the def2-TZVPD basis.

Summary:
LUMO energy: -0.17001 Eh
Molar mass: 57.11 g/mol
Net charge: +1
F_max: 0.022 hartree/bohr
ΔE to the lowest compared entry with this formula, charge and spin: 53.7 kJ/mol
E_tot: -18399.340 eV
Gap between HOMO and LUMO: 9.7 eV
Spin multiplicity: 1

The geometry in XYZ format:
```
4
Properties=species:S:1:pos:R:3:forces:R:3:nbo_charge:R:1
O 4.50158 1.94420 1.49926 0.45 0.79 -0.68 -0.9554
H 4.26657 2.88270 1.31971 0.40 -0.95 0.23 0.4733
H 5.40967 1.84173 1.13438 -0.93 0.15 0.41 0.4823
K 0.00000 0.00000 0.00000 0.07 0.01 0.04 0.9998
```
Forces are in eV/Å.